Here is a 2-piece molecular cluster, C4H8O2 overall from the OMol25 dataset. Energies are from the ωB97M-V functional and the def2-TZVPD basis.

Lowest unoccupied orbital energy (eV): 0.769
Highest occupied orbital energy (Eh): -0.364
SMILES: O=CC1COC1.[H][H]
Calculated total energy (eV): -8369.86391
Charge: 0

Atoms and positions in Å:
O (-0.111, -0.573, -2.241)
C (-0.138, 0.144, -1.268)
C (-0.012, -0.393, 0.134)
C (1.484, -0.525, 0.477)
O (1.397, 0.501, 1.472)
C (-0.022, 0.613, 1.293)
H (-2.313, -0.153, -1.562)
H (-2.530, 0.252, -0.974)
H (-0.185, 1.255, -1.362)
H (-0.615, -1.296, 0.260)
H (1.781, -1.499, 0.883)
H (2.160, -0.254, -0.343)
H (-0.571, 0.288, 2.187)
H (-0.325, 1.640, 1.045)

Charges obtained by natural (NBO) population analysis, quoted in units of e:
1. O -0.536
2. C 0.457
3. C -0.396
4. C -0.034
5. O -0.529
6. C -0.053
7. H 0.031
8. H -0.022
9. H 0.118
10. H 0.239
11. H 0.185
12. H 0.181
13. H 0.182
14. H 0.176

---

Here is a 2-piece molecular cluster, C4H8O2 overall from the OMol25 dataset. Energies are from the ωB97M-V functional and the def2-TZVPD basis.

Lowest unoccupied orbital energy (eV): 0.898
Highest occupied orbital energy (Eh): -0.367
SMILES: OC1C=C1.CO
Calculated total energy (eV): -8369.49713
Charge: 0

Atoms and positions in Å:
C (-1.562, -0.745, -1.281)
C (0.574, 0.659, 1.897)
C (1.508, 0.475, 0.772)
O (1.492, -0.702, -0.035)
C (0.320, 1.353, 0.826)
O (-0.590, 0.183, -1.695)
H (-2.546, -0.298, -1.450)
H (-1.519, -1.688, -1.849)
H (-1.484, -0.987, -0.208)
H (0.312, 0.377, 2.907)
H (2.523, 0.872, 0.772)
H (1.007, -1.387, 0.443)
H (-0.302, 2.044, 0.281)
H (0.268, -0.156, -1.380)

Charges obtained by natural (NBO) population analysis, quoted in units of e:
1. C -0.249
2. C -0.232
3. C 0.031
4. O -0.745
5. C -0.157
6. O -0.745
7. H 0.180
8. H 0.160
9. H 0.148
10. H 0.228
11. H 0.171
12. H 0.475
13. H 0.245
14. H 0.491

---

Here is one molecule with the formula C4H8O2 from the OMol25 dataset. Energies are from the ωB97M-V functional and the def2-TZVPD basis.

Lowest unoccupied orbital energy (eV): 1.007
Highest occupied orbital energy (Eh): -0.355
SMILES: COCCC=O
Calculated total energy (eV): -8371.33934
Charge: 0

Atoms and positions in Å:
C (1.414, 0.966, -0.032)
O (0.928, -0.236, -0.644)
C (0.260, -1.135, 0.234)
C (-1.151, -0.553, 0.473)
C (-1.316, 0.353, -0.737)
O (-1.225, 1.557, -0.685)
H (1.647, 1.664, -0.845)
H (2.319, 0.718, 0.526)
H (0.705, 1.487, 0.633)
H (0.827, -1.282, 1.167)
H (0.205, -2.103, -0.283)
H (-1.199, 0.055, 1.383)
H (-1.939, -1.319, 0.511)
H (-1.475, -0.171, -1.702)

Charges obtained by natural (NBO) population analysis, quoted in units of e:
1. C -0.269
2. O -0.546
3. C -0.060
4. C -0.549
5. C 0.464
6. O -0.548
7. H 0.205
8. H 0.172
9. H 0.191
10. H 0.181
11. H 0.194
12. H 0.223
13. H 0.226
14. H 0.116

---

Here is one molecule with the formula C4H8O2 from the OMol25 dataset. Energies are from the ωB97M-V functional and the def2-TZVPD basis.

Lowest unoccupied orbital energy (eV): 0.853
Highest occupied orbital energy (Eh): -0.355
SMILES: OCC1COC1
Calculated total energy (eV): -8371.16832
Charge: 0

Atoms and positions in Å:
O (2.030, 1.045, 0.176)
C (1.263, -0.141, 0.092)
C (-0.180, 0.203, 0.403)
C (-1.040, 0.707, -0.768)
O (-1.887, -0.451, -0.714)
C (-1.180, -0.967, 0.419)
H (2.948, 0.818, -0.016)
H (1.623, -0.897, 0.809)
H (1.327, -0.580, -0.918)
H (-0.205, 0.834, 1.296)
H (-1.604, 1.629, -0.587)
H (-0.513, 0.786, -1.728)
H (-1.816, -1.018, 1.312)
H (-0.768, -1.967, 0.223)

Charges obtained by natural (NBO) population analysis, quoted in units of e:
1. O -0.719
2. C -0.054
3. C -0.290
4. C -0.049
5. O -0.536
6. C -0.051
7. H 0.470
8. H 0.160
9. H 0.159
10. H 0.217
11. H 0.176
12. H 0.172
13. H 0.175
14. H 0.170

---

Here is one molecule with the formula C4H8O2 from the OMol25 dataset. Energies are from the ωB97M-V functional and the def2-TZVPD basis.

Lowest unoccupied orbital energy (eV): 0.733
Highest occupied orbital energy (Eh): -0.356
SMILES: CC(=O)CCO
Calculated total energy (eV): -8371.64160
Charge: 0

Atoms and positions in Å:
C (-1.006, -1.696, 0.056)
C (-0.874, -0.207, -0.286)
O (-1.511, 0.416, 0.537)
C (0.311, 0.548, -0.998)
C (0.996, 1.325, 0.152)
O (1.342, 0.454, 1.209)
H (-2.001, -2.095, -0.187)
H (-0.185, -2.229, -0.390)
H (-0.923, -1.785, 1.160)
H (1.025, -0.158, -1.433)
H (0.058, 1.267, -1.797)
H (0.332, 2.124, 0.509)
H (1.924, 1.796, -0.188)
H (0.513, 0.240, 1.658)

Charges obtained by natural (NBO) population analysis, quoted in units of e:
1. C -0.703
2. C 0.593
3. O -0.573
4. C -0.526
5. C -0.055
6. O -0.719
7. H 0.242
8. H 0.211
9. H 0.238
10. H 0.216
11. H 0.239
12. H 0.181
13. H 0.185
14. H 0.471

---

Here is one molecule with the formula C4H8O2 from the OMol25 dataset. Energies are from the ωB97M-V functional and the def2-TZVPD basis.

Lowest unoccupied orbital energy (eV): 0.873
Highest occupied orbital energy (Eh): -0.347
SMILES: COCC(C)=O
Calculated total energy (eV): -8371.88109
Charge: 0

Atoms and positions in Å:
C (0.638, -0.341, -1.721)
O (1.124, 0.314, -0.568)
C (0.194, 1.175, 0.034)
C (-0.809, 0.447, 0.932)
O (-1.868, 0.966, 1.208)
C (-0.386, -0.902, 1.470)
H (0.983, 0.169, -2.629)
H (1.027, -1.363, -1.725)
H (-0.460, -0.383, -1.744)
H (0.764, 1.864, 0.670)
H (-0.363, 1.784, -0.692)
H (-1.030, -1.178, 2.307)
H (0.665, -0.893, 1.774)
H (-0.479, -1.660, 0.683)

Charges obtained by natural (NBO) population analysis, quoted in units of e:
1. C -0.257
2. O -0.540
3. C -0.173
4. C 0.568
5. O -0.536
6. C -0.728
7. H 0.180
8. H 0.190
9. H 0.171
10. H 0.217
11. H 0.196
12. H 0.237
13. H 0.237
14. H 0.238

---

Here is one molecule with the formula C4H8O2 from the OMol25 dataset. Energies are from the ωB97M-V functional and the def2-TZVPD basis.

Lowest unoccupied orbital energy (eV): 0.341
Highest occupied orbital energy (Eh): -0.308
Calculated total energy (eV): -8368.50942
Charge: 0

Atoms and positions in Å:
C (1.864, 0.399, -0.337)
C (1.162, -0.837, 0.095)
O (-0.193, -0.338, 1.515)
C (-0.331, -0.755, 0.130)
C (-1.182, 0.292, -0.566)
O (-2.524, 0.223, -0.130)
H (1.306, 1.342, -0.399)
H (2.193, 0.132, -1.357)
H (2.786, 0.550, 0.233)
H (0.242, -1.070, 1.983)
H (-0.846, -1.721, 0.062)
H (-1.193, 0.092, -1.642)
H (-0.767, 1.296, -0.408)
H (-2.516, 0.396, 0.820)

Charges obtained by natural (NBO) population analysis, quoted in units of e:
1. C -0.766
2. C 0.098
3. O -0.668
4. C -0.072
5. C -0.092
6. O -0.708
7. H 0.198
8. H 0.263
9. H 0.237
10. H 0.502
11. H 0.180
12. H 0.188
13. H 0.169
14. H 0.472

---

Here is one molecule with the formula C4H8O2 from the OMol25 dataset. Energies are from the ωB97M-V functional and the def2-TZVPD basis.

Lowest unoccupied orbital energy (eV): 0.693
Highest occupied orbital energy (Eh): -0.372
SMILES: CC(=O)[C@@H](C)O
Calculated total energy (eV): -8372.03141
Charge: 0

Atoms and positions in Å:
C (-1.573, -0.746, 0.848)
C (-0.134, -0.193, 0.764)
O (0.706, -1.117, 1.422)
C (0.550, 0.027, -0.641)
O (1.149, -0.934, -1.083)
C (0.870, 1.326, -1.375)
H (-2.337, 0.002, 0.615)
H (-1.737, -1.071, 1.886)
H (-1.719, -1.628, 0.216)
H (-0.114, 0.758, 1.315)
H (1.370, -1.380, 0.766)
H (0.515, 1.280, -2.412)
H (1.968, 1.338, -1.451)
H (0.542, 2.241, -0.888)

Charges obtained by natural (NBO) population analysis, quoted in units of e:
1. C -0.622
2. C 0.014
3. O -0.717
4. C 0.578
5. O -0.565
6. C -0.717
7. H 0.207
8. H 0.230
9. H 0.218
10. H 0.169
11. H 0.489
12. H 0.247
13. H 0.250
14. H 0.218

---

Here is one molecule with the formula C4H8O2 from the OMol25 dataset. Energies are from the ωB97M-V functional and the def2-TZVPD basis.

Lowest unoccupied orbital energy (eV): 0.698
Highest occupied orbital energy (Eh): -0.361
SMILES: C[C@H](C=O)CO
Calculated total energy (eV): -8370.58517
Charge: 0

Atoms and positions in Å:
C (-0.750, -0.813, 0.735)
C (-0.028, 0.644, 0.117)
C (1.293, 0.136, -0.432)
O (1.503, -1.131, 0.174)
C (-1.095, 1.040, -0.875)
O (-2.131, 1.573, -0.560)
H (-1.493, -0.347, 1.343)
H (-0.326, -1.666, 1.323)
H (-1.171, -1.330, -0.135)
H (0.073, 1.469, 0.851)
H (1.238, -0.048, -1.513)
H (2.175, 0.755, -0.228)
H (1.644, -0.955, 1.114)
H (-0.935, 0.673, -1.914)

Charges obtained by natural (NBO) population analysis, quoted in units of e:
1. C -0.589
2. C -0.348
3. C -0.086
4. O -0.705
5. C 0.438
6. O -0.515
7. H 0.206
8. H 0.230
9. H 0.210
10. H 0.231
11. H 0.183
12. H 0.181
13. H 0.460
14. H 0.105

---

Here is one molecule with the formula C4H8O2 from the OMol25 dataset. Energies are from the ωB97M-V functional and the def2-TZVPD basis.

Lowest unoccupied orbital energy (eV): 1.040
Highest occupied orbital energy (Eh): -0.344
SMILES: C=CO[C@H](C)O
Calculated total energy (eV): -8371.47928
Charge: 0

Atoms and positions in Å:
C (1.008, -1.833, -0.295)
C (0.564, -0.391, -0.221)
O (-0.818, -0.308, -0.567)
C (-1.442, 0.851, -0.199)
C (-0.841, 2.003, 0.101)
O (0.778, 0.056, 1.092)
H (2.095, -1.857, -0.171)
H (0.737, -2.313, -1.237)
H (0.559, -2.371, 0.545)
H (1.135, 0.244, -0.918)
H (-2.514, 0.700, -0.105)
H (-0.098, 0.263, 1.449)
H (-1.394, 2.824, 0.533)
H (0.230, 2.132, -0.007)

Charges obtained by natural (NBO) population analysis, quoted in units of e:
1. C -0.632
2. C 0.373
3. O -0.517
4. C 0.116
5. C -0.525
6. O -0.730
7. H 0.220
8. H 0.218
9. H 0.220
10. H 0.141
11. H 0.194
12. H 0.487
13. H 0.218
14. H 0.216